(1)
Computed, not measured: C30H27CaCl3N7O7S2 as an isolated structure, with ωB97M-V/def2-TZVPD.

Element x y z (Å)
Ca  -0.003  0.351  0.031
Cl  5.005  -5.681  1.935
Cl  -2.612  -2.030  3.563
Cl  -4.157  2.529  5.982
S  2.426  0.797  -4.292
S  -3.864  0.014  -3.407
O  1.455  -1.262  0.437
O  -1.358  2.356  0.345
O  3.311  5.021  2.907
O  0.739  1.403  2.200
O  -1.807  -0.253  1.382
O  1.107  -2.764  -2.044
O  2.991  3.010  -1.358
N  -3.813  -0.055  -0.700
N  -1.800  0.201  -1.898
N  2.103  3.160  2.523
N  0.890  0.248  -2.331
N  3.177  0.048  -1.793
N  1.815  2.160  0.373
N  -3.883  -3.216  -1.266
C  2.147  0.351  -2.641
C  -3.020  2.449  3.520
C  -2.856  -3.180  -0.751
C  -1.556  -3.124  -0.095
C  -2.323  0.232  -4.153
C  -3.093  0.035  -1.854
C  -3.441  1.730  4.605
C  -3.306  0.340  4.618
C  2.652  3.069  -0.180
C  2.185  -2.270  0.736
C  0.981  5.534  0.241
C  3.412  -4.330  0.202
C  2.016  -3.394  -1.547
C  -2.283  0.386  2.379
C  0.722  0.821  -4.559
C  -2.437  1.806  2.419
C  2.498  5.532  0.081
C  3.570  -3.409  2.407
C  2.733  -2.385  2.048
C  5.454  3.149  0.961
C  1.525  2.203  1.683
C  4.702  4.369  0.443
C  2.533  -3.305  -0.182
C  3.920  -4.388  1.472
C  3.182  4.263  0.632
C  -2.001  2.666  1.334
C  0.079  0.480  -3.418
C  2.891  4.198  2.118
C  -2.754  -0.301  3.541
C  -1.362  0.321  -3.207
H  3.680  -5.090  -0.523
H  -3.642  -0.232  5.473
H  2.766  5.598  -0.975
H  6.526  3.248  0.786
H  -1.254  -4.128  0.204
H  -0.803  -2.734  -0.782
H  4.885  4.498  -0.624
H  -2.298  3.726  1.457
H  3.971  -3.464  3.411
H  2.461  -1.615  2.760
H  0.522  4.677  -0.256
H  2.818  -0.236  -0.884
H  -3.126  3.527  3.507
H  2.933  6.390  0.598
H  0.692  5.507  1.294
H  0.301  1.095  -5.511
H  -1.620  -2.481  0.784
H  2.536  -4.167  -2.156
H  -4.578  -0.713  -0.738
H  5.041  5.267  0.963
H  1.846  3.111  3.498
H  5.120  2.237  0.460
H  -3.211  -0.188  0.114
H  0.554  6.440  -0.192
H  3.838  0.809  -1.713
H  5.307  3.017  2.035
H  -2.209  0.237  -5.224

Calculated values
Spin multiplicity ... 1
Gap between HOMO and LUMO ... 7.6101 eV
Energy above the lowest of the compared OMol25 structures with the same formula, charge and spin ... 0.275 eV
Total charge ... -1
LUMO energy ... 2.209 eV

(2)
Computed, not measured: a 2-piece molecular cluster, C17H18FN3O2 overall, with ωB97M-V/def2-TZVPD.

Element x y z (Å)
F  0.628  0.167  1.025
O  -3.504  -2.809  4.676
O  -4.338  -0.800  4.892
N  -3.413  -1.568  4.545
N  0.575  0.358  -1.948
N  1.450  3.212  1.936
C  0.227  0.075  3.221
C  -0.228  -0.040  -6.086
C  0.121  -0.804  -2.388
C  -1.112  -1.863  3.783
C  -2.195  -1.021  4.061
C  1.350  2.068  2.165
C  -0.046  -1.903  -1.372
C  0.028  0.123  -4.616
C  1.260  0.563  2.216
C  1.119  2.678  -1.965
C  -0.881  0.915  3.476
C  2.638  -0.071  2.168
C  -0.144  -0.972  -3.759
C  0.442  1.355  -4.088
C  0.688  1.436  -2.698
C  -2.056  0.378  3.983
C  0.066  -1.335  3.311
H  2.100  2.514  -1.499
H  0.419  2.928  -1.156
H  -0.881  1.945  3.129
H  0.609  2.231  -4.717
H  3.234  0.254  3.013
H  -0.417  -2.803  -1.854
H  -2.914  1.004  4.169
H  1.190  3.524  -2.643
H  -0.049  0.908  -6.608
H  0.774  -1.979  2.815
H  0.915  -2.136  -0.897
H  0.424  -0.811  -6.527
H  3.097  0.305  1.242
H  2.565  -1.162  2.161
H  -1.273  -2.935  3.796
H  -0.447  -1.956  -4.122
H  -1.270  -0.349  -6.266
H  -0.751  -1.625  -0.576

Calculated values
Spin multiplicity ... 1
SMILES string ... C[C@](F)(C#N)c1ccc([N+](=O)[O-])cc1.Cc1cc(C)nc(C)c1
Gap between HOMO and LUMO ... 7.7684 eV
Energy above the lowest of the compared OMol25 structures with the same formula, charge and spin ... 4.507 eV
LUMO energy ... -1.265 eV

(3)
Computed, not measured: C6H11NO as an isolated structure, with ωB97M-V/def2-TZVPD.

Element x y z (Å)
O  -3.718  -0.347  0.582
N  2.411  -1.046  0.581
C  1.861  2.434  -0.989
C  2.513  -0.244  -0.287
C  -1.346  -0.889  0.222
C  -1.036  -0.841  1.511
C  -2.689  -0.568  -0.368
C  1.330  1.562  -0.309
H  -3.809  -1.146  1.113
H  3.474  0.714  -1.631
H  2.969  -1.740  1.045
H  -0.577  -1.152  -0.499
H  3.287  1.438  -1.939
H  2.216  3.359  -1.369
H  -2.968  -1.370  -1.070
H  -0.045  -1.126  1.837
H  -1.764  -0.569  2.265
H  -2.624  0.353  -0.956
H  0.513  1.179  0.261

Calculated values
Spin multiplicity ... 1
Gap between HOMO and LUMO ... 9.8956 eV
Energy above the lowest of the compared OMol25 structures with the same formula, charge and spin ... 7.539 eV
LUMO energy ... 0.903 eV

(4)
Computed, not measured: C5H8N4 in the gas phase, with ωB97M-V/def2-TZVPD.

Element x y z (Å)
N  0.753  0.143  0.267
N  -2.086  -2.010  0.044
N  2.529  -1.228  -0.307
N  -0.058  -0.932  0.498
C  -1.877  0.372  -0.447
C  -1.178  1.494  -0.234
C  0.160  1.487  0.485
C  -1.350  -0.965  0.033
C  2.005  -0.083  -0.163
H  2.517  0.879  -0.309
H  -0.073  1.564  1.559
H  -1.551  -2.826  0.311
H  0.796  2.295  0.142
H  0.450  -1.846  0.529
H  3.406  -1.170  -0.819
H  -2.905  0.398  -0.899
H  -1.539  2.428  -0.688

Calculated values
Spin multiplicity ... 1
SMILES string ... [H]/N=C1/C=CCN(/C=N/[H])N1
Gap between HOMO and LUMO ... 8.8621 eV
Energy above the lowest of the compared OMol25 structures with the same formula, charge and spin ... 1.427 eV
LUMO energy ... 0.706 eV

(5)
Computed, not measured: C12H25ClI2IrNP2 as an isolated structure, with ωB97M-V/def2-TZVPD.

Element x y z (Å)
Ir  3.517  2.174  -0.915
I  -1.054  0.399  0.059
I  0.560  -1.685  0.264
Cl  5.426  3.242  -1.387
P  2.030  1.026  -2.205
P  2.416  1.722  1.025
N  -2.724  -2.172  0.734
C  3.365  0.089  -3.035
C  1.339  1.157  2.455
C  -4.374  -2.740  2.412
C  1.840  2.394  -3.406
C  0.674  -0.007  -2.973
C  3.959  1.117  1.811
C  -6.524  -3.513  1.642
C  -3.999  -2.491  1.057
C  -4.957  -2.643  0.019
C  2.462  3.461  1.603
C  -6.195  -3.203  0.313
C  -5.621  -3.251  2.676
H  4.761  1.079  1.065
H  0.711  -1.044  -2.634
H  -0.317  0.422  -2.800
H  3.136  3.457  2.462
H  -5.966  -3.479  3.698
H  -6.947  -3.423  -0.457
H  1.455  3.723  1.938
H  -7.499  -3.944  1.849
H  3.314  0.395  -4.080
H  -4.637  -2.361  -1.001
H  2.320  2.041  -4.320
H  1.854  1.536  3.338
H  0.770  2.524  -3.591
H  -2.529  -1.706  -0.143
H  1.301  0.070  2.505
H  3.729  0.139  2.239
H  4.169  1.829  2.609
H  -1.967  -2.216  1.397
H  2.313  3.308  -3.032
H  2.824  4.122  0.808
H  3.111  -0.969  -2.948
H  -3.605  -2.521  3.165
H  0.336  1.578  2.409
H  4.328  0.338  -2.578
H  0.896  0.026  -4.045

Calculated values
Spin multiplicity ... 6
Gap between HOMO and LUMO (spin up / spin down) ... 4.0997 / 1.3461 eV
Energy above the lowest of the compared OMol25 structures with the same formula, charge and spin ... 4.838 eV
Total charge ... +3
LUMO energy (spin up / spin down) ... -10.629 / -15.043 eV

(6)
Computed, not measured: C7H19N2OPS in the gas phase, with ωB97M-V/def2-TZVPD.

Element x y z (Å)
S  0.307  0.111  -2.603
P  0.778  0.075  -0.766
O  -1.003  0.183  0.199
N  1.407  1.229  0.241
N  1.449  -1.404  -0.266
C  -2.161  -0.157  -0.404
C  1.574  -1.647  1.219
C  -2.953  1.086  -0.734
C  2.753  1.171  0.940
C  -2.966  -1.129  0.482
C  2.356  -2.184  -1.114
C  0.901  2.575  0.212
H  -3.619  0.994  -1.588
H  1.453  3.156  0.989
H  -2.490  -1.254  1.401
H  -2.227  1.938  -0.850
H  2.566  -1.653  -2.040
H  -3.964  -0.695  0.608
H  2.592  1.608  1.928
H  -2.039  -0.686  -1.392
H  1.256  -2.643  1.283
H  2.917  0.081  1.090
H  3.387  -2.157  -0.824
H  -3.057  -1.999  -0.062
H  -3.528  1.388  0.180
H  -0.217  2.665  0.201
H  1.282  2.932  -0.784
H  3.564  1.685  0.357
H  2.666  -1.652  1.641
H  1.846  -3.133  -1.330
H  0.796  -0.946  1.822

Calculated values
Spin multiplicity ... 1
SMILES string ... CC(C)OP(=S)(N(C)C)N(C)C
Gap between HOMO and LUMO ... 9.5096 eV
Energy above the lowest of the compared OMol25 structures with the same formula, charge and spin ... 0.000 eV
LUMO energy ... 0.650 eV

Here are the calculated maximum force numbers, same order: 0.2, 3.9, 2.1, 2.1, 3.6, 5.1 (eV/A).